{"formula": "C38H31F10KN10O", "method": "ωB97M-V/def2-TZVPD", "relative_energy_kcal_mol": 43.78, "total_charge": -2, "lumo_ev": 3.880, "species": ["K", "F", "F", "F", "F", "F", "F", "F", "F", "F", "F", "O", "N", "N", "N", "N", "N", "N", "N", "N", "N", "N", "C", "C", "C", "C", "C", "C", "C", "C", "C", "C", "C", "C", "C", "C", "C", "C", "C", "C", "C", "C", "C", "C", "C", "C", "C", "C", "C", "C", "C", "C", "C", "C", "C", "C", "C", "C", "C", "C", "H", "H", "H", "H", "H", "H", "H", "H", "H", "H", "H", "H", "H", "H", "H", "H", "H", "H", "H", "H", "H", "H", "H", "H", "H", "H", "H", "H", "H", "H", "H"], "coordinates": [[-0.140, -0.822, -0.898], [-0.674, 1.284, 4.850], [-0.577, 1.083, 2.215], [-1.460, -3.364, -1.207], [3.873, 0.112, 5.143], [2.796, -4.931, -2.731], [0.118, -7.631, 0.030], [1.544, 0.798, 6.416], [2.388, -7.166, -1.432], [-1.775, -5.641, 0.125], [4.049, -0.168, 2.546], [0.267, -3.159, 1.450], [-3.059, -0.047, 2.021], [-2.886, 1.601, -2.383], [-1.937, -0.486, -3.128], [-2.255, -1.782, 3.423], [-1.795, 1.977, -1.876], [0.673, -2.799, -2.711], [-1.372, -1.520, 1.351], [0.379, 3.099, -0.476], [1.852, -0.142, -2.429], [1.592, 0.293, 0.853], [0.660, -3.981, -2.112], [-2.618, 4.234, -2.302], [-2.223, -1.097, 2.252], [-1.605, 6.098, -1.194], [0.551, 0.794, 2.905], [-0.664, -5.465, -0.613], [1.490, 3.997, 2.948], [-3.420, -2.315, -3.605], [-2.983, 0.227, -2.714], [-4.286, -0.286, -2.694], [-0.591, 3.865, -0.897], [-2.887, -1.350, 4.643], [-1.214, -2.789, 3.349], [1.746, -2.364, -3.577], [-0.655, -2.547, 1.939], [-0.489, -4.304, -1.313], [1.724, 0.409, 2.152], [2.871, 4.033, 2.795], [0.292, -6.470, -0.644], [1.340, 0.707, -3.486], [2.685, -0.076, -0.031], [0.664, 3.740, 1.863], [2.585, 3.561, 0.440], [2.836, 0.204, 3.038], [2.771, 0.356, 4.409], [-0.669, 5.298, -0.625], [-2.598, 5.581, -2.075], [3.406, 3.817, 1.529], [1.190, 3.502, 0.581], [-4.501, -1.576, -3.138], [0.493, 0.927, 4.265], [1.425, -6.228, -1.384], [-1.681, 3.350, -1.716], [1.604, -5.049, -2.084], [-2.164, -1.732, -3.568], [1.610, 0.718, 5.061], [2.552, 0.629, -1.403], [2.613, -1.270, -2.941], [3.356, -0.920, -3.685], [-5.498, -2.000, -3.121], [3.516, 4.198, 3.649], [-3.532, -3.330, -3.962], [-0.425, -2.629, 4.089], [1.972, 1.534, -1.239], [-3.169, -2.219, 5.236], [0.091, 5.727, 0.015], [-5.087, 0.349, -2.340], [3.168, -1.712, -2.111], [0.703, 0.134, -4.162], [-1.274, -2.289, -3.847], [2.158, 1.166, -4.074], [-3.806, -0.810, 4.415], [3.014, 3.377, -0.536], [-1.607, -3.804, 3.439], [-1.580, 7.164, -0.987], [-0.409, 3.671, 1.999], [-2.238, -0.706, 5.245], [-3.249, 0.542, 2.816], [-2.760, 0.494, 1.219], [-3.308, 6.240, -2.560], [-3.366, 3.800, -2.950], [0.728, 1.504, -3.054], [3.554, 0.926, -1.772], [1.050, 4.140, 3.929], [4.483, 3.831, 1.389], [1.298, -1.943, -4.491], [2.422, -3.149, -3.921], [3.678, 0.142, 0.362], [2.654, -1.166, -0.194]], "atomic_forces_ev_per_a": [[-0.400, 0.094, 0.022], [-0.236, 0.095, 0.119], [0.060, 0.135, 0.022], [0.006, -0.059, 0.054], [0.212, -0.033, 0.154], [0.183, 0.026, -0.101], [-0.034, -0.164, 0.086], [-0.012, 0.021, 0.149], [0.196, -0.194, -0.009], [-0.182, -0.037, 0.124], [0.061, -0.015, -0.061], [-0.235, 0.124, 0.123], [-0.041, -0.113, -0.053], [-0.120, -0.481, -0.196], [-0.156, 0.019, -0.057], [-0.020, -0.080, -0.089], [0.179, 0.434, -0.038], [0.120, -0.242, 0.045], [-0.262, -0.362, 0.332], [0.049, 0.180, 0.263], [0.233, 0.010, -0.074], [0.204, 0.066, 0.123], [-0.018, 0.183, -0.088], [0.059, -0.005, 0.075], [0.043, 0.223, -0.047], [-0.121, 0.013, -0.107], [0.152, -0.133, 0.001], [0.062, 0.094, -0.113], [-0.020, 0.025, -0.116], [0.002, 0.006, -0.004], [-0.207, 0.221, -0.023], [-0.019, -0.156, -0.065], [-0.191, 0.037, -0.098], [0.045, 0.034, 0.034], [0.140, 0.147, 0.134], [-0.096, 0.077, 0.014], [0.040, -0.034, -0.243], [0.029, -0.006, -0.080], [-0.206, -0.137, -0.249], [-0.024, -0.011, -0.050], [-0.012, 0.097, 0.013], [0.023, 0.060, 0.062], [-0.040, -0.073, 0.059], [0.017, 0.097, -0.019], [-0.020, 0.040, 0.091], [-0.092, 0.041, 0.030], [-0.053, -0.034, -0.240], [0.026, -0.214, -0.006], [0.144, 0.016, 0.101], [-0.038, -0.017, -0.036], [-0.005, -0.097, -0.116], [0.017, 0.091, 0.038], [0.117, -0.087, -0.201], [-0.054, 0.201, -0.101], [0.105, -0.116, 0.133], [-0.077, -0.063, 0.059], [0.108, 0.199, 0.114], [-0.011, 0.014, -0.073], [0.129, -0.054, 0.022], [-0.065, 0.028, 0.072], [0.091, -0.012, -0.024], [-0.015, -0.018, -0.010], [0.003, 0.001, -0.008], [-0.018, 0.020, 0.017], [-0.035, 0.013, 0.007], [-0.016, 0.049, 0.003], [0.026, -0.055, -0.003], [0.015, -0.009, 0.029], [0.012, -0.025, -0.012], [-0.010, -0.011, -0.012], [0.028, 0.014, 0.030], [-0.054, 0.034, 0.037], [-0.006, 0.012, -0.013], [-0.008, 0.003, -0.025], [0.009, -0.007, -0.017], [0.003, 0.004, 0.005], [-0.008, 0.002, -0.006], [0.051, 0.014, -0.016], [0.010, -0.010, -0.031], [0.005, -0.010, 0.043], [-0.001, -0.041, 0.009], [-0.009, 0.015, 0.012], [-0.022, -0.025, -0.024], [0.053, -0.072, -0.016], [0.010, -0.022, 0.018], [0.001, -0.009, -0.011], [-0.027, -0.003, 0.007], [-0.030, 0.001, 0.034], [0.046, -0.074, -0.007], [0.060, 0.068, 0.067], [0.141, 0.020, 0.000]]}

---

{"formula": "C38H32AsN3O2PRh", "method": "ωB97M-V/def2-TZVPD", "total_charge": 2, "lumo_ev": -7.786, "species": ["Rh", "As", "P", "O", "O", "N", "N", "N", "C", "C", "C", "C", "C", "C", "C", "C", "C", "C", "C", "C", "C", "C", "C", "C", "C", "C", "C", "C", "C", "C", "C", "C", "C", "C", "C", "C", "C", "C", "C", "C", "C", "C", "C", "C", "C", "C", "H", "H", "H", "H", "H", "H", "H", "H", "H", "H", "H", "H", "H", "H", "H", "H", "H", "H", "H", "H", "H", "H", "H", "H", "H", "H", "H", "H", "H", "H", "H", "H"], "coordinates": [[0.008, 2.717, 0.100], [-0.787, -3.515, 1.281], [0.792, 0.655, 0.448], [0.054, 5.931, 2.558], [-2.522, 5.147, 2.102], [1.893, 3.662, 0.586], [-2.071, 2.279, 0.111], [-0.614, 4.120, 1.273], [-3.557, -2.668, 1.026], [4.243, 4.129, 0.711], [-0.275, 0.042, -2.045], [-4.847, 2.106, 0.413], [0.492, -7.022, -1.622], [-0.746, -7.025, -0.994], [-2.420, -2.861, -1.084], [-3.582, -2.490, -1.747], [-1.994, 4.269, 1.488], [-0.227, -4.920, 0.056], [4.939, 0.207, 2.221], [-0.457, 0.197, -3.396], [0.691, 0.801, -1.344], [0.310, 1.129, -4.105], [-4.726, -2.307, 0.362], [1.477, 1.701, -2.087], [-4.739, -2.221, -1.022], [0.339, -2.053, 0.515], [3.963, 0.907, 2.922], [2.715, 5.556, 1.826], [4.662, -0.341, 0.974], [1.696, 4.739, 1.372], [-2.400, -2.954, 0.309], [1.276, 1.869, -3.453], [0.305, 5.026, 1.820], [3.401, -0.192, 0.417], [-4.136, 3.150, 0.979], [-1.102, -5.980, -0.153], [-2.770, 1.264, -0.414], [4.020, 5.262, 1.477], [1.373, -5.977, -1.404], [-4.139, 1.141, -0.287], [-0.201, -0.722, 1.041], [1.015, -4.928, -0.565], [2.428, 0.522, 1.120], [2.703, 1.069, 2.374], [3.171, 3.363, 0.303], [-2.765, 3.193, 0.816], [4.185, 1.325, 3.894], [1.945, 1.626, 2.913], [-0.134, -0.699, 2.135], [-5.921, 2.041, 0.523], [-2.233, 0.519, -0.974], [-3.561, -2.756, 2.106], [-5.630, -2.118, 0.928], [5.240, 3.822, 0.427], [4.840, 5.884, 1.809], [-2.070, -5.997, 0.337], [-1.253, -0.556, 0.791], [0.770, -7.840, -2.273], [0.288, -2.112, -0.571], [2.264, 2.266, -1.623], [2.343, -5.978, -1.884], [5.923, 0.083, 2.653], [-0.833, -0.735, -1.537], [-4.600, 3.936, 1.557], [3.377, 2.459, -0.247], [-4.620, 0.285, -0.738], [3.183, -0.616, -0.556], [-1.184, -0.414, -3.914], [1.726, -4.127, -0.395], [-3.602, -2.456, -2.829], [-1.541, -3.141, -1.657], [2.445, 6.397, 2.449], [5.426, -0.889, 0.439], [1.376, -2.192, 0.824], [0.161, 1.251, -5.170], [-5.656, -1.973, -1.542], [1.890, 2.571, -3.999], [-1.434, -7.844, -1.154]], "atomic_forces_ev_per_a": [[0.055, 0.017, 0.025], [-0.032, 0.019, -0.049], [-0.179, 0.425, -0.155], [-0.049, 0.031, 0.023], [0.023, 0.020, 0.031], [0.029, 0.000, 0.096], [0.089, -0.094, 0.078], [0.107, -0.165, 0.018], [-0.039, 0.014, 0.027], [0.032, 0.105, 0.058], [-0.033, -0.268, -0.016], [0.072, -0.043, -0.036], [-0.031, -0.051, -0.014], [-0.043, 0.015, 0.042], [-0.054, -0.030, 0.005], [0.040, -0.008, -0.001], [0.172, 0.196, 0.078], [0.031, 0.101, 0.024], [0.004, -0.008, -0.008], [0.037, 0.060, -0.021], [0.014, -0.183, 0.063], [-0.001, -0.019, 0.039], [0.006, -0.032, -0.028], [-0.046, 0.222, 0.118], [-0.017, -0.052, 0.037], [-0.017, -0.001, 0.057], [0.025, 0.000, 0.006], [-0.078, -0.022, -0.009], [0.011, -0.004, 0.019], [0.209, -0.084, -0.029], [0.108, -0.003, -0.034], [-0.057, 0.013, -0.025], [-0.195, 0.035, 0.001], [0.050, 0.099, 0.027], [0.047, -0.008, -0.014], [-0.070, -0.119, -0.050], [0.132, 0.009, -0.207], [0.020, -0.089, -0.050], [0.040, 0.095, 0.037], [-0.093, 0.097, 0.028], [-0.207, 0.093, 0.205], [0.094, -0.013, -0.041], [0.047, -0.135, -0.109], [-0.077, -0.063, 0.031], [-0.089, -0.040, -0.205], [-0.201, -0.258, -0.021], [0.005, -0.004, 0.002], [-0.001, -0.010, 0.002], [0.012, 0.108, -0.022], [-0.003, 0.003, -0.002], [0.031, 0.064, -0.012], [0.004, 0.001, -0.008], [0.000, -0.005, -0.001], [0.006, 0.011, 0.005], [0.000, 0.006, -0.006], [-0.004, -0.002, -0.015], [0.078, -0.076, -0.045], [-0.004, 0.001, -0.002], [0.097, -0.049, 0.020], [0.056, 0.000, 0.008], [-0.001, 0.006, 0.014], [0.001, 0.000, -0.003], [-0.046, 0.097, -0.006], [-0.007, 0.009, 0.003], [-0.052, 0.010, -0.034], [-0.003, 0.070, 0.026], [-0.007, -0.015, 0.002], [0.003, -0.009, -0.004], [-0.006, -0.023, -0.022], [-0.002, -0.001, -0.001], [-0.014, -0.012, -0.001], [-0.001, 0.008, 0.007], [0.003, -0.002, -0.001], [-0.025, -0.062, 0.042], [-0.002, -0.003, -0.002], [-0.010, -0.005, -0.005], [0.004, 0.005, 0.006], [-0.001, 0.003, 0.008]]}